29
Properties=species:S:1:pos:R:3:forces:R:3 method="wB97M-V/def2-TZVPD" homo_lumo_gap_ev=4.6245 charge=-1
Au 2.327873 1.055035 -3.527526 -0.0272 0.2743 -0.4982
C -2.170144 -0.197202 -1.324856 0.1046 -0.0389 0.1495
C -1.377024 -1.038235 -0.328424 -0.1242 0.0905 -0.1452
N -1.076832 -0.332178 0.912025 0.2747 -0.2115 0.0678
C -2.189393 -0.099285 1.824491 -0.0354 0.2127 0.0890
C -2.582676 1.373658 1.902659 0.0753 -0.1421 -0.0184
C 0.178867 -0.112601 1.412860 -0.7530 0.6245 -0.1414
O 0.335776 0.262703 2.567666 0.1600 -0.2216 0.0573
C 1.346828 -0.214972 0.496203 0.7576 -0.4282 0.1570
C 2.522377 -0.782817 0.995587 -0.3304 0.1337 -0.2430
C 3.621138 -0.846972 0.158772 0.1778 -0.1150 0.1937
C 3.539079 -0.345765 -1.125350 -0.2715 0.1625 -0.2132
N 2.425231 0.234437 -1.604975 0.3153 -0.2662 0.5288
C 1.368671 0.295954 -0.788916 -0.4124 0.1476 -0.1217
H -2.323330 -0.762824 -2.243943 -0.0200 0.0356 -0.0086
H -1.632652 0.718519 -1.571480 -0.0461 -0.0074 -0.0615
H -3.145330 0.075170 -0.917450 -0.0098 0.0062 -0.0243
H -0.447855 -1.364401 -0.782654 0.0458 -0.0698 -0.0037
H -1.952537 -1.937968 -0.083238 0.0675 -0.0177 0.0434
H -1.895453 -0.439443 2.817786 -0.0377 -0.0729 -0.0086
H -3.032693 -0.701482 1.483105 0.0203 -0.0261 -0.0202
H -1.739072 1.956926 2.269448 -0.0183 0.0196 -0.0001
H -3.419681 1.501072 2.591409 -0.0056 0.0348 -0.0193
H -2.868262 1.751615 0.920960 -0.0302 0.0268 0.0137
H 2.540461 -1.158119 2.009295 0.0531 0.0130 0.0210
H 4.552135 -1.281446 0.498424 -0.0108 -0.0146 -0.0175
H 4.366621 -0.387275 -1.818600 0.0424 -0.0020 0.0177
H 0.503364 0.793651 -1.208898 0.0512 -0.0158 0.0240
S 2.224504 1.984232 -5.534391 -0.0132 -0.1321 0.1819

16
Properties=species:S:1:pos:R:3:forces:R:3 method="wB97M-V/def2-TZVPD" homo_lumo_gap_ev=9.5118 charge=0 relative_energy_kcal_mol=30.8 smiles="C=C1C=CB(C)C1"
C -0.006155 -0.435029 2.832740 -0.2937 0.0837 2.4126
C 0.040417 -0.453085 1.539743 -0.0562 1.5051 -5.6915
C 1.038817 -1.073304 0.643158 -0.1724 -1.4795 -0.8460
C 0.998289 -0.881058 -0.706205 0.5255 0.9054 -0.6945
B -0.175805 0.259890 -1.094614 2.3450 -0.6457 0.6788
C -0.324513 1.130094 -2.425832 -0.7267 -0.5285 1.5862
C -0.918902 0.480169 0.246845 1.0962 -4.6780 1.7583
H -0.719248 0.188068 3.306006 -0.9764 0.5802 0.2769
H 0.564046 -0.943608 3.632080 0.2994 -0.0891 -1.2387
H 1.717254 -1.867632 0.988644 -0.0602 0.6006 0.4032
H 1.880201 -1.351516 -1.339294 -2.1656 0.9111 1.1669
H -0.686031 0.491520 -3.184930 -0.4150 -1.1323 -1.1061
H 0.706564 1.328199 -2.754834 -0.5263 0.9671 0.0748
H -1.165983 1.883151 -2.350712 1.7179 -0.0888 -0.0711
H -1.132771 1.430609 0.560345 -0.8732 2.2701 0.8293
H -1.816179 -0.186469 0.106860 0.2818 0.8186 0.4609

17
Properties=species:S:1:pos:R:3:forces:R:3 method="wB97M-V/def2-TZVPD" homo_lumo_gap_ev=5.2126 charge=-1 relative_energy_kcal_mol=31.5
C 2.139367 -0.005311 1.560206 0.6627 0.9858 0.4804
S 3.070030 -0.442623 0.145651 1.0930 0.2820 -1.8317
C 2.107844 0.190837 -1.264475 3.7802 1.9970 -1.3562
H 1.168737 0.308207 1.181722 -0.2458 -0.1558 0.8157
H 2.194875 -0.919584 2.116286 -0.8866 -0.2401 0.7687
H 2.698855 0.777849 2.125166 -0.8595 -0.3319 -0.3601
H 2.912189 0.216588 -2.131176 -1.7863 -0.5379 1.4764
H 1.716050 1.218552 -1.314511 0.2658 -0.1944 0.9075
H 1.338934 -0.456463 -1.418941 -2.1093 -1.8191 -0.9026
C -2.176389 1.260105 -1.286561 -1.4486 0.1270 1.2570
C -1.995481 -0.097782 -0.530985 1.1201 1.3486 -0.1652
S -3.235113 -0.384572 0.752324 0.1337 0.0178 0.2089
H -1.645909 2.157061 -0.910650 -0.0078 -0.6963 0.3647
H -1.975380 1.228521 -2.316165 0.5011 -0.3423 -1.7122
H -3.241868 1.475903 -1.181898 -0.0626 0.2928 -0.1723
H -2.020516 -0.942925 -1.237316 0.3179 0.3824 0.0696
H -0.956703 0.084311 -0.149220 -0.4681 -1.1156 0.1514

8
Properties=species:S:1:pos:R:3:forces:R:3 method="wB97M-V/def2-TZVPD" homo_lumo_gap_ev="8.6124 / 8.6166" charge=0 relative_energy_kcal_mol=67.4
C 0.824866 0.357016 -2.028326 0.2249 -1.6274 -3.2791
N 0.461275 1.070865 -1.141103 -1.1284 0.6741 3.4621
N -0.648499 -0.075975 2.204783 0.4399 0.4255 0.1516
N -0.480534 -0.295187 1.034596 1.0142 0.7032 -3.3837
O 1.004803 -0.100007 -3.112785 0.0383 0.4787 2.0683
O -0.615380 -1.111661 0.179439 -0.1872 -0.2099 0.7417
O 0.363558 1.113262 0.215869 -0.0995 -0.3514 0.0406
H -0.910089 -0.958312 2.647527 -0.3022 -0.0928 0.1985